Entry 1:
ORCA calculation (ωB97M-V/def2-TZVPD) on 4 unconnected molecules or ions with the total composition C26H40INO14S3.

Strongest force on any atom: 1.069 eV/Å
SMILES: CCNc1c(CC(=O)I)ccc2c1C(=O)C=C(CCOC=O)C2=O.CCOS(C)(=O)=O.CCOS(C)(=O)=O.CCOS(C)(=O)=O
Total charge: 0
E: -98370.004 eV
E_LUMO: -0.85 eV
Spin multiplicity: 1

Geometry as XYZ:
```
85
Properties=species:S:1:pos:R:3:forces:R:3:lowdin_charge:R:1
H 7.073020 -4.871008 8.035408 0.0 0.0 0.1 0.082
C 2.780526 -3.355948 4.547662 0.5 0.3 0.3 -0.246
C -5.464420 -2.704277 -3.912491 -0.1 0.6 -0.1 -0.082
H -0.594337 4.272502 -7.730436 0.2 -0.1 0.0 0.122
O -7.203672 -3.057027 -2.241895 0.3 0.2 -0.3 -0.027
C -4.297830 -1.765031 -3.906281 0.0 -0.5 0.2 -0.148
O -1.620782 3.137573 0.674392 0.4 -0.5 0.7 0.040
H 4.634944 0.249525 10.240578 0.0 0.0 0.0 0.075
O 4.400095 -1.138159 7.841673 0.0 -0.1 -0.2 -0.283
H -7.372573 -1.640066 -3.780081 -0.3 -0.2 -0.1 0.129
C -3.807056 0.684208 -3.734778 0.2 0.2 0.0 -0.092
C 0.598496 -1.033677 -1.145117 -0.5 0.4 -0.1 -0.074
H -0.896880 6.989309 -6.350111 0.0 0.0 0.0 0.072
H 8.024742 -3.575892 8.788761 0.0 -0.1 0.0 0.085
H 3.707083 -1.459061 4.939007 0.0 -0.1 0.1 0.074
C -6.625692 -2.076664 -3.125001 0.0 0.2 0.1 -0.156
H 6.408264 0.510181 10.197429 0.0 0.0 0.0 0.076
O -0.881312 -1.256200 -3.772173 0.5 -0.2 0.1 0.131
H -1.901386 6.349404 -7.654401 0.0 -0.1 0.0 0.082
C -2.155456 3.726533 -0.186554 0.2 0.0 -0.1 -0.808
C -3.659892 2.914568 -2.907409 0.1 -0.6 -0.3 -0.029
H -5.212755 -3.652167 -3.453826 0.1 -0.2 -0.1 0.128
C -4.561062 -0.393296 -4.422091 0.4 0.0 0.2 -0.313
O 5.966900 -2.027212 9.512798 0.0 0.1 0.0 -0.264
H 3.043512 -1.602168 3.307816 0.0 0.0 0.0 0.072
H -1.152794 4.513825 -6.082531 0.1 0.0 0.1 0.111
H -0.017107 -5.345729 1.224253 0.0 0.0 0.0 0.076
C -1.803972 1.352531 -2.543773 0.0 0.0 -0.1 -0.133
H -5.770747 -2.810746 -4.949599 -0.1 -0.4 -0.1 0.127
N -0.541738 1.054169 -1.996879 -0.9 0.3 0.4 0.050
S 1.594176 -4.120903 2.366546 -0.3 -0.1 0.3 0.566
O 0.872941 4.817129 -6.450483 0.1 0.0 0.0 -0.260
H -2.826400 -3.038638 -3.094810 0.2 -0.2 -0.1 0.133
O -5.344871 -0.192024 -5.316584 -0.5 0.1 -0.2 0.140
C -2.532445 0.376437 -3.248888 -0.1 0.6 0.3 -0.021
H -0.194768 1.892907 -1.563482 0.3 0.0 -0.1 0.091
H 2.739841 3.495650 -4.951853 0.0 0.0 0.0 0.078
H -7.668180 -1.664624 -0.786376 0.1 0.3 -0.2 0.148
C -0.527223 0.002004 -0.957368 0.7 -0.8 0.1 -0.218
O 0.375081 4.664240 -4.054448 -0.2 0.1 0.2 -0.282
C -2.026807 -1.004358 -3.506182 -0.2 0.1 0.0 -0.333
H -2.014403 4.677127 -2.061863 0.2 0.2 -0.1 0.102
H -1.480440 -0.518669 -0.916284 -0.3 0.1 -0.1 0.113
C 5.497387 0.442354 9.609096 0.0 0.0 0.1 -0.120
C -7.227078 -2.654260 -0.953267 -0.3 -0.1 0.0 -0.364
H 7.149748 -3.269213 7.295440 0.0 0.0 0.0 0.072
H 0.213955 -1.946904 -1.583378 0.1 -0.1 -0.2 0.058
H -0.662134 -4.649115 2.734920 0.0 0.0 0.0 0.076
O 1.379585 6.730982 -4.982491 -0.1 0.1 0.2 -0.269
C -1.695884 3.739896 -1.619604 -0.9 0.2 -0.5 -0.160
O 1.293816 -2.874612 1.732465 0.1 0.0 -0.1 -0.280
C -4.378863 1.940841 -3.587207 0.4 -0.3 0.0 0.006
O -6.876462 -3.346832 -0.058721 0.1 -0.4 0.4 0.116
H 2.699623 -3.590819 5.607092 -0.2 -0.1 0.0 0.120
H -0.617726 3.672470 -1.663968 0.2 0.1 0.1 0.108
H 1.042777 -1.276289 -0.188014 0.2 -0.1 0.1 0.043
S 1.249478 5.308028 -4.989024 0.2 -0.2 -0.3 0.567
H -6.242652 -1.249719 -2.525478 0.0 0.1 0.1 0.120
H 4.969867 -3.541875 8.493115 0.0 0.1 0.0 0.111
C 7.108105 -3.801729 8.244601 0.0 0.2 -0.1 -0.072
C 2.878349 -1.858045 4.353982 -0.1 0.1 -0.3 -0.067
C -0.899600 6.340128 -7.224703 0.1 0.1 0.2 -0.072
H 5.825536 -3.993771 9.959703 0.0 0.2 0.1 0.121
C 2.846339 4.576096 -4.910382 0.0 -0.1 0.0 -0.118
H 3.666148 -3.867003 4.167143 -0.1 -0.1 -0.1 0.114
C -3.074032 -2.057819 -3.469402 -0.4 0.2 0.0 0.088
H 1.957062 -1.368074 4.668394 0.0 0.0 0.1 0.087
O 2.760964 -4.857787 1.989269 0.1 0.1 -0.1 -0.272
H -4.100322 3.892980 -2.797009 0.1 0.2 0.2 0.092
O 6.828316 -0.653545 7.656890 -0.1 0.0 -0.2 -0.271
H 3.439187 4.945564 -5.742427 0.0 0.0 0.0 0.077
H -0.199129 6.758622 -7.946942 0.0 0.0 -0.1 0.085
H 0.396988 -6.094648 2.792572 0.0 0.0 0.0 0.074
C -0.507583 4.921904 -6.862096 -0.5 0.1 -0.2 -0.247
H 5.352220 1.352315 9.031528 0.0 0.0 -0.1 0.078
H -0.386942 0.442783 0.026836 -0.2 0.4 0.0 0.109
C 0.179233 -5.163136 2.278280 0.0 0.0 0.0 -0.121
C -2.398062 2.628340 -2.382116 0.0 0.1 -0.2 -0.136
H -5.363438 2.102549 -3.994956 -0.1 0.2 0.0 0.120
S 5.666347 -0.876919 8.458019 0.0 0.1 0.4 0.563
H 1.328633 -0.602127 -1.820402 0.3 -0.1 0.0 0.075
C 5.893678 -3.394145 9.054454 0.0 -0.5 -0.2 -0.250
O 1.596849 -3.923166 3.941624 -0.1 -0.1 0.0 -0.263
I -3.944040 4.859048 0.299494 -0.1 0.1 -0.2 0.793
H 3.291136 4.880392 -3.965639 0.0 0.0 0.0 0.078
```
Forces are in eV/Å.


Entry 2:
ORCA calculation (ωB97M-V/def2-TZVPD) on a molecular structure, C44H39N3O2P2Rh.

Strongest force on any atom: 1.696 eV/Å
Total charge: +1
<S²>: 6.05
E: -76405.823 eV
E_LUMO (alpha / beta): -2.96 / -5.70 eV
Spin multiplicity: 5

Geometry as XYZ:
```
91
Properties=species:S:1:pos:R:3:forces:R:3:mulliken_spin:R:1
C 3.246068 -1.538452 5.665258 0.0 -0.1 -0.1 0.002
H 3.822846 0.046350 -2.168853 0.1 0.0 -0.1 0.006
H 3.534318 3.987947 -1.989237 0.2 0.1 -0.1 -0.002
N 0.936868 1.377037 2.236561 0.4 0.4 -1.1 0.328
H 6.807285 2.138736 0.058076 0.1 0.0 0.0 0.001
C 0.549314 1.084609 3.598636 -0.1 0.0 0.6 -0.063
H 5.835773 1.454709 -2.114938 0.1 0.1 -0.1 0.001
H 4.532602 -2.293241 -1.315856 0.1 0.0 0.0 0.000
H -3.346650 1.328191 4.942709 0.0 0.1 0.1 0.000
C 1.242720 -1.188922 4.391121 -0.1 0.1 0.1 0.015
N 1.473684 2.032298 -0.363264 -0.3 -0.3 -0.1 0.037
C 5.927674 1.513228 0.031231 0.1 -0.1 0.0 0.006
O -0.206872 -1.779537 1.403598 -0.3 0.6 0.4 0.155
C 5.387957 1.129260 -1.187978 0.0 0.1 0.0 0.001
C -4.168401 -4.059275 -1.541053 0.0 0.0 -0.1 0.012
C 2.107534 -2.258103 1.262717 -0.2 0.1 -0.2 -0.027
C 1.286331 -2.694532 -2.210714 0.0 0.2 0.1 -0.020
H 1.872174 -3.089151 5.142065 -0.1 -0.1 0.0 0.000
C -3.240573 0.410114 4.384756 0.0 0.1 0.1 -0.001
H -3.993618 -0.830924 5.959644 0.0 0.0 0.1 0.001
H 2.147113 2.971775 2.797825 0.0 0.0 0.0 0.021
C 2.694171 0.658152 4.870262 0.0 0.0 0.0 0.001
H -2.488286 1.398431 2.641310 0.0 0.1 0.0 0.009
C -5.221400 2.089698 0.451738 -0.1 0.0 0.1 0.004
H -0.933988 2.622259 -1.406886 -0.1 -0.2 0.0 -0.008
H 1.709017 2.063494 -2.446680 -0.1 -0.1 -0.2 -0.004
C 3.683357 -0.122956 -0.035929 -0.1 0.0 -0.1 0.025
N -1.329482 1.741136 -1.086851 0.4 0.0 -0.3 0.108
C -2.632251 -0.727666 2.352296 0.1 0.1 0.1 -0.030
H -2.915323 3.907308 -1.237823 0.0 0.1 -0.1 -0.001
H 0.333583 -1.566574 3.950657 -0.2 -0.1 -0.1 0.001
C 2.725332 -4.061662 -3.556883 -0.1 0.0 0.0 0.002
C 3.544056 -0.189976 5.562373 0.1 0.1 0.0 0.001
H 2.856742 -4.785446 -4.346415 0.0 -0.1 -0.1 0.000
H 0.296637 -2.344426 -1.940811 -0.1 0.0 0.0 0.035
C 4.217240 0.278715 1.185424 -0.2 -0.1 -0.1 0.012
H -6.232842 2.162791 0.822101 -0.1 0.0 0.0 0.001
H -2.779483 -5.327953 -0.515802 0.1 -0.1 0.0 0.000
H 3.906280 -2.201497 6.203568 0.1 0.0 0.1 0.000
H 0.594399 -4.012776 -3.748763 -0.1 0.0 0.0 0.001
H -1.317802 1.068699 -1.852906 0.0 0.2 0.1 -0.016
H 4.439122 0.195023 6.030702 0.0 0.1 0.0 0.000
H -4.913192 0.109615 1.192597 -0.1 -0.1 0.1 0.003
H 2.932393 1.711648 4.807087 0.0 0.1 0.0 0.001
C 2.393585 -2.206149 -1.526160 -0.2 0.4 0.0 -0.031
C 3.831310 -3.577383 -2.875196 0.1 0.0 0.0 0.003
C -3.100040 -4.313689 -0.697648 -0.1 0.0 -0.1 -0.008
C 2.009565 2.461997 -1.494291 -0.8 -0.8 0.7 0.264
C 2.101418 -2.038194 5.068611 0.0 -0.1 0.0 -0.002
H -5.194805 4.080491 -0.322843 -0.1 0.2 -0.1 0.000
C -3.440404 -1.974098 4.236257 -0.1 0.0 0.1 -0.006
C -3.599688 -0.801102 4.955648 0.1 -0.1 0.0 0.012
H -2.834565 -2.856538 2.384193 0.0 -0.1 0.0 0.003
O 0.370274 -3.915087 1.303453 0.0 -0.6 0.1 0.023
C 0.639463 -2.733763 1.331201 1.0 -0.2 0.0 -0.028
H 4.822583 -3.918371 -3.137417 0.0 0.0 0.0 0.000
C -2.954021 -1.942224 2.940701 0.1 0.1 -0.1 0.008
H -1.595290 -3.494539 0.559197 0.1 0.0 0.1 0.000
H -0.425194 0.589001 3.574797 0.2 0.2 0.0 0.015
C -3.184501 0.839836 0.170441 0.4 -0.1 0.0 -0.036
C 1.737128 2.370190 1.985916 -0.3 -0.2 1.3 0.060
C -2.848860 -1.955897 -0.277045 0.3 0.1 -0.1 0.013
H -4.199734 -0.691046 -1.378025 -0.1 0.0 0.0 0.005
C 2.978642 3.457935 -1.241722 0.8 1.1 1.1 0.206
C 3.025666 3.621649 0.121658 0.5 0.4 -0.8 -0.005
H 0.463204 2.011573 4.180966 0.0 0.0 -0.2 0.025
H 2.786208 -3.095602 1.097905 0.0 0.1 0.0 0.007
C -2.754268 0.449886 3.091790 0.0 -0.2 0.0 0.013
C -4.551416 -2.750681 -1.786188 0.0 0.0 -0.1 -0.007
C 5.341127 1.087928 1.213397 0.1 0.2 0.0 0.004
H -3.710536 -2.920902 4.675996 0.0 -0.1 0.1 0.000
P 2.134651 -1.058751 -0.130688 0.4 -0.6 0.5 0.156
C -4.485563 0.938061 0.650422 -0.1 0.2 -0.2 0.006
C -2.437281 -3.270547 -0.074947 0.1 -0.1 0.1 -0.008
C 4.260512 0.331786 -1.221921 -0.1 0.0 0.2 0.020
H -4.690974 -4.871301 -2.021559 -0.1 -0.1 0.0 0.001
H 3.665432 4.281223 0.672806 0.1 0.2 0.1 0.000
P -2.088948 -0.567832 0.629125 -0.7 0.6 -0.1 0.199
C 3.669928 -2.658445 -1.854413 -0.1 0.0 0.0 0.006
C -2.633626 1.898632 -0.551710 -0.6 -0.2 0.3 -0.039
H 5.757936 1.391234 2.162534 0.1 0.0 0.1 0.000
C 1.531079 0.164656 4.291200 0.0 0.0 0.0 0.018
H -5.375872 -2.538322 -2.450747 0.0 0.0 -0.1 0.000
C 1.453469 -3.626413 -3.220655 0.0 -0.1 -0.1 0.013
H 2.337453 -1.755023 2.204276 0.0 0.0 -0.1 0.006
C -3.357916 3.074577 -0.710137 0.1 -0.1 0.0 0.030
H 3.753411 -0.031351 2.112631 0.0 -0.1 0.1 0.005
C -4.641100 3.165702 -0.201167 0.1 0.1 0.0 0.001
Rh 0.197726 0.345850 0.418715 -0.5 -0.5 -0.6 2.226
C -3.888986 -1.704010 -1.172531 0.0 0.1 0.1 0.019
C 2.086674 2.703750 0.666472 -0.2 -0.4 -1.2 0.188
```
Forces are in eV/Å.


Entry 3:
ORCA calculation (ωB97M-V/def2-TZVPD) on a molecular structure, C30H31N8O13S2Y.

Strongest force on any atom: 3.015 eV/Å
Total charge: -2
E: -92871.048 eV
E_LUMO: 2.40 eV
Relative energy (zero: lowest compared OMol25 entry of this formula, charge and spin): 190.65 kJ/mol
Spin multiplicity: 1

Geometry as XYZ:
```
85
Properties=species:S:1:pos:R:3:forces:R:3:lowdin_charge:R:1
C -2.482600 4.254400 -0.534600 0.1 0.4 0.0 -0.122
H -4.254200 4.522900 -1.710200 -0.1 -0.1 0.0 0.113
H -3.252900 -1.382000 -2.492400 0.1 0.1 0.1 0.104
H -0.825100 -1.310700 -3.299300 0.0 -0.1 -0.1 0.085
O 0.913500 3.871600 0.556400 -0.1 -0.3 0.0 -0.307
N -2.011000 -0.591700 -0.961100 -0.3 0.1 0.3 -0.040
O -0.824800 1.585500 -4.368000 0.0 0.4 -0.1 -0.013
H -2.522300 8.064200 -0.031000 0.0 0.0 0.0 0.093
H -4.276700 6.981500 -1.370500 0.0 0.0 -0.1 0.092
C -0.731700 0.838100 -3.396300 -0.6 -0.9 -0.7 -0.667
C 0.356400 -3.372500 -2.087600 0.3 -1.2 -0.3 -0.433
O -5.038400 -2.177100 5.482200 0.9 -0.7 -0.4 0.044
O 2.378600 -0.851800 -0.016200 -0.2 0.2 0.2 -0.129
H -2.028500 -0.571900 -4.397300 0.1 0.1 0.1 0.106
C -3.123300 -2.669400 4.298800 1.9 -0.3 -1.3 -0.101
H 5.441500 0.910500 1.483000 0.1 0.0 0.0 0.081
C -2.964500 -1.365900 3.706400 0.0 0.1 -0.2 -0.056
C -2.021600 -1.202000 2.654400 -0.5 -0.1 0.3 -0.127
C -1.484300 6.235000 0.390000 0.3 0.1 0.2 -0.048
H -0.708000 6.692600 0.981600 0.1 0.1 0.1 0.112
O 0.576100 1.383100 1.517500 0.3 0.3 0.9 -0.533
H 3.405100 -0.584000 -2.380700 0.2 0.2 0.0 0.058
C 1.862100 -1.999600 -2.790200 0.4 -0.8 -0.8 -0.397
C 0.745200 -2.974500 1.194100 0.0 0.0 -0.1 -0.100
C 2.574200 -0.727100 -3.072500 0.1 0.1 0.4 -0.054
C -3.657200 -0.215900 4.121000 -0.1 0.5 -0.1 0.004
C 1.168300 -4.112800 -2.969800 -1.0 -0.1 0.9 -0.130
C -2.242200 -3.678500 3.965300 -0.8 0.5 0.6 0.076
C -2.580200 -0.527500 -2.321900 0.0 -0.1 -0.6 -0.237
H 1.035800 -5.147900 -3.242000 -0.1 -0.2 0.0 0.064
H 3.030900 1.600600 1.650400 0.4 0.0 -0.5 0.020
C 5.633700 0.134400 0.738100 0.3 0.2 -0.1 -0.114
H 1.945200 2.568200 -0.219300 0.3 -0.3 -0.2 0.036
H -1.753500 -3.658400 -2.124300 -0.3 0.0 0.1 0.059
S 1.318100 0.966200 2.723700 1.7 -0.7 2.0 0.405
C 3.360700 -0.085100 0.128300 0.2 -0.3 -0.4 -0.656
H -0.315200 -5.433300 3.276400 0.0 0.0 0.0 0.114
O 2.747400 1.697500 2.583000 -1.0 0.0 0.4 -0.162
H 2.971700 -0.736800 -4.087600 0.0 0.1 -0.1 0.071
C 2.138300 -3.234300 -3.413900 0.3 1.4 0.1 -0.118
O 4.508200 -0.693000 0.573000 -0.7 0.0 -0.1 -0.041
C -2.314200 2.760000 -0.526500 -1.2 0.2 -0.6 -0.521
H -0.836400 -4.994200 -1.419100 -0.1 0.0 0.1 0.065
H -3.919500 1.881100 3.794200 0.0 0.0 0.0 0.111
O 0.785000 1.426300 3.971900 -0.2 0.4 -0.3 -0.282
O -4.122200 -4.116200 5.739600 0.0 1.0 -0.4 0.029
C -1.113300 -2.266100 2.307600 -0.2 -0.6 0.3 -0.129
H -3.169900 0.390100 -2.394600 -0.1 -0.2 0.1 0.095
C -0.252600 -4.483900 2.760400 0.2 0.2 -0.2 -0.002
C -2.500500 6.992300 -0.180200 0.2 -0.1 0.1 -0.095
N 2.201800 1.704600 -0.713700 0.2 -0.4 0.2 -0.030
C -1.486600 4.872800 0.192900 -0.1 -0.9 -0.2 -0.177
H 1.525000 -2.737300 0.487000 0.1 0.0 -0.2 0.102
H -2.452600 0.172600 -0.442100 -0.1 -0.3 0.0 0.029
C -1.530000 -0.491100 -3.427300 0.2 0.4 0.1 -0.107
S -0.453300 3.536900 0.879400 -1.2 2.6 -0.6 0.677
H 2.937100 -3.434300 -4.108200 0.1 0.1 -0.1 0.067
C -3.490000 5.005000 -1.121500 0.0 -0.2 0.1 -0.009
O -0.851400 3.555600 2.263400 0.2 -0.4 0.3 -0.291
N -0.185100 -2.052000 1.360800 0.2 0.0 0.0 0.089
C -0.900200 -3.906800 -1.486700 0.0 0.2 -0.2 -0.077
H 5.913700 0.616300 -0.206600 0.0 0.0 0.2 0.082
C 0.750600 -4.202600 1.872300 -0.2 -0.3 0.3 -0.010
C -1.211300 -3.486500 3.028500 0.3 0.5 -0.6 -0.131
O -3.220000 2.014300 -0.909600 0.2 0.3 0.0 0.020
H -2.270000 -1.472400 -0.519700 0.1 0.3 0.0 0.065
N -4.140400 -2.988600 5.219800 -1.8 -0.9 1.7 -0.328
H 1.529500 -4.923200 1.666500 0.0 0.1 -0.1 0.112
H -2.346300 -4.636500 4.455300 0.0 0.0 -0.1 0.124
H 2.402900 1.973500 -1.679800 -0.2 -0.3 0.3 0.098
O -0.003900 1.037700 -2.373800 0.2 0.1 1.1 -0.182
H -4.361100 -0.278900 4.937400 0.2 0.1 -0.1 0.098
N 3.439900 1.192900 -0.132200 0.1 0.8 0.1 -0.003
Y 0.280200 0.142300 -0.220600 -0.3 -1.3 -2.7 1.574
N -1.899100 -0.059200 1.967200 0.2 0.2 0.0 0.131
C -3.429000 0.973800 3.473600 -0.1 -0.4 0.2 -0.003
C -3.489800 6.379800 -0.934400 -0.2 0.0 -0.1 -0.096
H 1.877900 0.102000 -2.955100 0.2 0.1 -0.2 0.041
H 6.438300 -0.521800 1.074500 0.0 0.0 0.0 0.079
N 0.786400 -2.093500 -1.970700 -0.1 0.3 0.3 0.024
H -1.086200 -3.492100 -0.499600 -0.2 -0.1 0.2 0.029
O 1.572400 -0.458900 2.688600 -0.1 0.2 -0.1 -0.297
N -1.160900 2.353200 -0.003800 1.3 -0.2 0.8 -0.116
H -2.439300 1.898200 1.802100 0.0 0.0 0.1 0.080
C -2.575500 0.992400 2.367000 -0.1 0.1 0.0 -0.087
```
Forces are in eV/Å.


Question: Number 3 is which compound?
Answer: C30H31N8O13S2Y


Question: What is the E in the first record?
Answer: -98370.004 eV


Question: What is the formula in the first record?
Answer: C26H40INO14S3